(1)
Entry from the OMol25 dataset: one molecule with the formula C6H7ClN2O2 at a distorted geometry (the ωB97M-V functional and the def2-TZVPD basis).

```
! RIJCOSX wB97M-V def2-TZVPD def2/J DEFGRID3
* xyz 0 1
Cl -2.80248 0.40382 1.46673
O 1.96309 0.59313 -0.19522
O -1.23381 -0.76076 -3.20024
N 0.30444 -0.53359 -1.56045
N -0.32701 0.17327 0.65384
C 0.06692 0.88772 1.84140
C -1.01466 -0.52409 -2.03732
C 0.84516 -0.17973 -0.32110
C -1.61635 0.13944 0.23221
C -1.96483 -0.11461 -1.07302
C 2.09398 -0.74755 0.27573
H -0.20468 0.40767 2.73708
H 1.14557 -0.37728 -2.28537
H -0.44919 1.82249 1.76943
H -2.94421 -0.25672 -1.24440
H 2.19580 -0.73313 1.46315
H 1.05855 1.06368 1.67702
H 2.88373 -1.26377 -0.19946
*
```

* M: 174.59 g/mol
* E_tot: -952.93363 hartree
* SMILES: CN1C(Cl)=CC(=O)N[C@]12CO2
* ΔE to the lowest compared entry with this formula, charge and spin: 2.272 eV
* LUMO: 0.5752 eV

=====

(2)
Entry from the OMol25 dataset: one molecule with the formula C6H7ClN2OS at a distorted geometry (the ωB97M-V functional and the def2-TZVPD basis).

```
! RIJCOSX wB97M-V def2-TZVPD def2/J DEFGRID3
* xyz 0 1
Cl 2.24313 2.73968 -0.17891
S -0.23714 1.35568 1.67442
O 0.32010 3.24090 -1.90073
N 3.00109 0.02349 -0.45754
N -0.75914 1.20086 -1.56062
C 2.02306 0.91602 0.08056
C -1.62254 -0.54762 -0.28130
C -1.05163 -0.22159 1.09026
C -0.06303 2.15652 -1.68047
C -1.48632 0.13059 -1.44320
C 1.23130 0.42568 1.03686
H 1.28202 -0.62479 1.56979
H 3.85976 0.23666 -0.82940
H -1.87161 -0.42138 1.77089
H -2.33987 -1.30870 -0.18055
H 2.64633 -0.92522 -0.25533
H -0.43283 -1.09333 1.47212
H -2.08589 -0.11444 -2.28085
*
```

* M: 190.66 g/mol
* E_tot: -1275.82734 hartree
* SMILES: N/C(Cl)=C/SC/C=C\N=C=O
* ΔE to the lowest compared entry with this formula, charge and spin: 2.524 eV
* LUMO: 0.5335 eV

=====

(3)
Entry from the OMol25 dataset: C6H7ClN2OS as an isolated structure at a distorted geometry (the ωB97M-V functional and the def2-TZVPD basis).

```
! RIJCOSX wB97M-V def2-TZVPD def2/J DEFGRID3
* xyz 0 1
Cl -1.88320 -1.13147 1.60087
S 0.06993 -2.24728 -0.91461
O -1.27271 0.31270 -1.81933
N 3.63991 0.78717 0.99596
N 0.34922 0.03210 0.89346
C 1.42661 -0.02271 -0.06963
C 1.65991 -1.48668 -0.55624
C -2.45987 1.45221 -0.10122
C -0.84824 -0.44811 0.41183
C 2.65612 0.46529 0.51390
C -1.52596 0.41143 -0.65415
H 2.26625 -1.46774 -1.46089
H -3.07898 1.05985 0.70088
H -3.07426 1.83638 -0.91303
H 2.17509 -2.06515 0.21326
H 1.14695 0.58557 -0.94058
H 0.60735 -0.34109 1.80375
H -1.85411 2.26754 0.29578
*
```

* M: 190.66 g/mol
* E_tot: -1275.90435 hartree
* ΔE to the lowest compared entry with this formula, charge and spin: 0.429 eV
* LUMO: -0.4080 eV

=====

(4)
Entry from the OMol25 dataset: C6H7ClN2S as an isolated structure at a distorted geometry (the ωB97M-V functional and the def2-TZVPD basis).

```
! RIJCOSX wB97M-V def2-TZVPD def2/J DEFGRID3
* xyz 0 1
Cl 2.61814 -0.86195 -2.17955
S -1.64372 2.38797 1.00352
N -0.18226 -2.52679 0.12048
N 0.37268 -0.28726 0.15983
C -1.35845 1.31017 -0.42812
C 0.09372 1.02228 0.01003
C 0.81507 -2.67094 -0.78653
C 0.05434 1.88907 1.29478
C -0.37402 -1.31310 0.57449
C 1.44362 -1.69236 -1.34033
H 1.09909 -3.69355 -0.85737
H -1.29761 -1.15905 1.18262
H 0.10213 1.23110 2.18082
H -1.64845 1.91074 -1.34946
H 0.93636 2.55063 1.40639
H -1.79056 0.39460 -0.33735
H 0.75992 1.50842 -0.65426
*
```

* M: 174.66 g/mol
* E_tot: -1200.52723 hartree
* ΔE to the lowest compared entry with this formula, charge and spin: 2.870 eV
* LUMO: -0.6762 eV

=====

(5)
Entry from the OMol25 dataset: an isolated ion of composition C6H7ClN3S and charge +1 at a distorted geometry (the ωB97M-V functional and the def2-TZVPD basis).

```
! RIJCOSX wB97M-V def2-TZVPD def2/J DEFGRID3
* xyz 1 1
Cl -2.31071 0.60205 -1.31942
S 2.19983 -2.56572 -0.38304
N 2.63243 0.09664 -0.12339
N 0.06884 0.31305 -0.02117
N -2.98640 -1.82572 0.13610
C 0.72036 1.40006 -0.05893
C -1.63503 -1.46168 0.36387
C 2.84781 2.56481 0.07898
C 2.25230 -1.02637 -0.36231
C 2.15614 1.40039 -0.12511
C -1.13735 -0.02281 -0.20746
H -1.13482 -2.16780 1.01516
H -3.17500 -2.82593 0.14196
H -3.66404 -1.69003 1.02216
H 2.46430 3.58278 -0.04007
H 3.86039 2.52813 0.36850
H -3.21585 -1.12778 -0.56809
H 0.05679 2.22591 0.08227
*
```

* M: 188.66 g/mol
* E_tot: -1255.05645 hartree
* SMILES: C=C(/C=N/C(Cl)=C/[NH3+])N=C=S
* ΔE to the lowest compared entry with this formula, charge and spin: 4.989 eV
* LUMO (spin up / spin down): -5.0137 / -5.0134 eV

=====

(6)
Entry from the OMol25 dataset: one molecule with the formula C6H7ClO at a distorted geometry (the ωB97M-V functional and the def2-TZVPD basis).

```
! RIJCOSX wB97M-V def2-TZVPD def2/J DEFGRID3
* xyz 0 1
Cl 3.50146 0.15897 -0.09909
O -0.13951 -1.45974 0.30219
C 0.31200 0.76751 -0.29097
C -0.60425 1.36589 0.67858
C 0.85263 -0.57600 0.02641
C -1.21040 0.51143 -0.37997
C -1.39575 -0.95773 -0.23318
C 2.16076 -0.90552 0.17573
H -1.52576 -1.31369 -1.29318
H -1.77034 0.89429 -1.21311
H -0.72895 2.41870 0.63685
H 2.48071 -1.90258 0.64198
H 0.79616 1.34850 -1.13586
H -2.22161 -1.26989 0.45792
H -0.50714 0.91986 1.72572
*
```

* M: 130.57 g/mol
* E_tot: -768.18599 hartree
* SMILES: Cl/C=C1/OC[C@H]2C[C@@H]12
* ΔE to the lowest compared entry with this formula, charge and spin: 2.128 eV
* LUMO: 0.9600 eV

=====

(7)
Entry from the OMol25 dataset: one molecule with the formula C6H7ClO2 at a distorted geometry (the ωB97M-V functional and the def2-TZVPD basis).

```
! RIJCOSX wB97M-V def2-TZVPD def2/J DEFGRID3
* xyz 0 1
Cl 3.60584 -0.49500 0.06989
O 1.05105 1.02977 -1.45288
O 1.56476 1.87959 0.62342
C -0.40295 0.61775 0.44364
C 1.21025 -1.74102 -0.15905
C -0.29172 -1.81195 -0.12594
C 1.77853 -0.57906 0.02664
C -1.01654 -0.69688 0.03406
C 1.04809 0.76726 -0.02575
H -0.94480 1.49056 0.18995
H -0.80909 -2.74348 -0.38945
H -2.07281 -0.86294 -0.13953
H 1.59345 -2.72995 -0.44376
H -0.18727 0.45182 1.57113
H 0.76373 1.95515 -1.41543
H 2.46563 2.07498 0.38681
*
```

* M: 146.57 g/mol
* E_tot: -843.44971 hartree
* SMILES: OC1(O)CC=CC=C1Cl
* ΔE to the lowest compared entry with this formula, charge and spin: 0.000 eV
* LUMO: 0.6154 eV

=====

(8)
Entry from the OMol25 dataset: a 2-piece molecular cluster, C6H7ClSi overall at a distorted geometry (the ωB97M-V functional and the def2-TZVPD basis).

```
! RIJCOSX wB97M-V def2-TZVPD def2/J DEFGRID3
* xyz 0 1
Cl 3.07924 0.41274 0.46031
Si 1.58615 0.54239 -0.88463
C 0.47281 -1.81240 0.14086
C -0.83148 2.14761 0.10294
C -2.40407 0.43897 1.24397
C 0.68214 -1.12614 -1.11243
C 0.30956 -2.40142 1.16995
C -1.66495 1.23202 0.70895
H 1.26307 -1.78098 -1.77242
H -3.06079 -0.22211 1.72638
H -1.10193 2.53001 -0.86815
H 2.05432 1.11671 -2.14067
H -0.25463 2.79975 0.73828
H -0.28781 -0.96160 -1.58650
H 0.15837 -2.91554 2.07314
*
```

* M: 142.66 g/mol
* E_tot: -982.32829 hartree
* ΔE to the lowest compared entry with this formula, charge and spin: 2.883 eV
* LUMO (spin up / spin down): -0.5125 / -0.5737 eV